Record 1
An isolated ion of composition C5H8O and charge +1. Source: the OMol25 dataset; level of theory: the ωB97M-V functional and the def2-TZVPD basis.

Geometry (Å):
1 C -2.26 -0.98 -0.59
2 C -1.08 -0.66 0.28
3 C 0.10 0.00 0.02
4 O 0.52 0.22 -1.27
5 C 1.06 0.25 1.03
6 C 2.06 1.25 0.96
7 H -2.13 -1.74 -1.35
8 H -2.53 -0.02 -1.04
9 H -3.09 -1.27 0.06
10 H -1.20 -0.95 1.33
11 H -0.18 -0.11 -1.86
12 H 0.55 0.03 1.99
13 H 2.00 1.65 -0.06
14 H 2.87 1.29 1.67

Energy above the lowest of the compared OMol25 structures with the same formula, charge and spin: 23.7 kcal per mole
Multiplicity: 2
HOMO (alpha / beta): -14.6 / -15.5 eV
Total charge: +1

***

Record 2
An isolated ion of composition C5H8O and charge +1. Source: the OMol25 dataset; level of theory: the ωB97M-V functional and the def2-TZVPD basis.

Geometry (Å):
1 C 2.08 0.71 1.89
2 C 1.00 0.24 1.06
3 C 0.21 0.99 0.31
4 C -0.83 0.41 -0.59
5 C -1.00 -0.90 -0.73
6 O -1.60 -1.22 -2.00
7 H 2.91 1.15 1.14
8 H 1.74 1.53 2.59
9 H 2.64 -0.08 2.42
10 H 0.90 -0.86 1.12
11 H 0.07 2.09 0.36
12 H -1.45 1.15 -1.12
13 H -0.60 -1.78 -0.24
14 H -2.16 -2.11 -1.90

Energy above the lowest of the compared OMol25 structures with the same formula, charge and spin: 28.5 kcal per mole
Multiplicity: 2
HOMO (alpha / beta): -14.4 / -15.7 eV
Total charge: +1

***

Record 3
One molecule with the formula C5H8O2. Source: the OMol25 dataset; level of theory: the ωB97M-V functional and the def2-TZVPD basis.

Geometry (Å):
1 C 1.24 0.49 -1.06
2 C 0.32 0.17 0.06
3 C -0.12 0.96 1.25
4 O -0.57 -0.24 1.91
5 C -0.13 -1.08 0.73
6 C -1.24 -1.47 -0.16
7 O -1.28 -0.07 -0.98
8 H 2.21 0.83 -0.67
9 H 1.38 -0.39 -1.70
10 H 0.81 1.30 -1.67
11 H -0.93 1.70 1.08
12 H 0.72 1.48 1.75
13 H 0.57 -1.87 1.01
14 H -0.98 -2.20 -0.94
15 H -2.09 0.36 -0.66

Energy above the lowest of the compared OMol25 structures with the same formula, charge and spin: 144.8 kcal per mole
HOMO: -7.0 eV

***

Record 4
One molecule with the formula C5H8O2. Source: the OMol25 dataset; level of theory: the ωB97M-V functional and the def2-TZVPD basis.

Geometry (Å):
1 C 0.40 -1.74 -1.42
2 C 0.66 -1.09 -0.06
3 C 0.69 0.41 0.03
4 O 0.70 1.58 0.90
5 C -0.60 1.92 0.82
6 O -1.44 0.75 0.40
7 C -0.50 -0.25 0.64
8 H 1.36 -2.30 -1.84
9 H -0.20 -0.89 -1.94
10 H -0.48 -2.44 -1.24
11 H 1.07 -1.66 0.87
12 H 0.57 0.76 -0.93
13 H -0.83 2.77 0.20
14 H -0.86 2.48 1.87
15 H -0.54 -0.30 1.70

Energy above the lowest of the compared OMol25 structures with the same formula, charge and spin: 158.4 kcal per mole
HOMO: -8.8 eV
SMILES: CC1[C@@H]2OCO[C@@H]12

***

Record 5
One molecule with the formula C5H8O2. Source: the OMol25 dataset; level of theory: the ωB97M-V functional and the def2-TZVPD basis.

Geometry (Å):
1 O -2.48 0.19 -0.32
2 C -1.24 -0.09 0.28
3 C -0.29 -1.03 -0.45
4 C 0.87 -0.24 0.20
5 O 1.70 -0.76 1.17
6 C 1.18 0.88 -0.68
7 C -0.07 0.93 0.36
8 H -3.05 0.60 0.34
9 H -1.42 -0.51 1.29
10 H -0.30 -2.10 -0.26
11 H -0.39 -0.81 -1.51
12 H 2.45 -1.17 0.73
13 H 2.09 1.42 -0.38
14 H 1.09 0.82 -1.76
15 H -0.13 1.85 0.91

Energy above the lowest of the compared OMol25 structures with the same formula, charge and spin: 69.6 kcal per mole
HOMO: -9.5 eV
SMILES: O[C@H]1C[C@@]2(O)C[C@@H]12

***

Record 6
One molecule with the formula C5H8O2. Source: the OMol25 dataset; level of theory: the ωB97M-V functional and the def2-TZVPD basis.

Geometry (Å):
1 O -2.52 -0.07 0.89
2 C -1.51 -0.75 0.41
3 C -0.81 -0.10 -0.78
4 C 0.62 0.12 -0.27
5 C 1.79 -0.56 -0.83
6 O 1.54 0.82 -1.09
7 C 0.44 0.42 1.19
8 H -2.75 0.73 0.38
9 H -0.27 -0.43 1.48
10 H -1.23 0.89 -1.07
11 H -0.88 -0.78 -1.63
12 H 2.65 -0.76 -0.19
13 H 1.68 -1.23 -1.68
14 H -0.05 1.40 1.34
15 H 1.30 0.31 1.85

Energy above the lowest of the compared OMol25 structures with the same formula, charge and spin: 105.4 kcal per mole
HOMO: -8.5 eV

***

Record 7
One molecule with the formula C5H8O2. Source: the OMol25 dataset; level of theory: the ωB97M-V functional and the def2-TZVPD basis.

Geometry (Å):
1 C -0.90 0.84 0.94
2 C 0.23 0.31 0.08
3 C -0.19 -0.13 -1.31
4 C 1.61 0.81 0.15
5 O 2.43 1.60 -0.20
6 C 1.33 -0.48 0.80
7 O 1.80 -1.83 0.24
8 H -0.58 0.97 1.97
9 H -1.73 0.13 0.92
10 H -1.26 1.79 0.57
11 H -0.67 0.69 -1.83
12 H -0.89 -0.96 -1.24
13 H 0.67 -0.45 -1.89
14 H 1.29 -0.55 1.88
15 H 2.70 -1.70 -0.08

Energy above the lowest of the compared OMol25 structures with the same formula, charge and spin: 54.1 kcal per mole
HOMO: -9.2 eV
SMILES: CC1(C)C(=O)[C@@H]1O

***

Record 8
One molecule with the formula C5H8O2. Source: the OMol25 dataset; level of theory: the ωB97M-V functional and the def2-TZVPD basis.

Geometry (Å):
1 O -1.16 2.21 -0.77
2 C -1.56 1.46 0.10
3 C -0.73 0.38 0.75
4 C 0.50 -0.02 -0.03
5 O 1.31 1.04 -0.43
6 C 1.25 -1.25 0.35
7 C 0.41 -1.25 -0.91
8 H -2.59 1.58 0.48
9 H -1.39 -0.49 0.93
10 H -0.46 0.76 1.75
11 H 0.72 1.67 -0.88
12 H 0.94 -1.84 1.20
13 H 2.33 -1.18 0.21
14 H 0.93 -1.24 -1.86
15 H -0.51 -1.83 -0.89

Energy above the lowest of the compared OMol25 structures with the same formula, charge and spin: 32.7 kcal per mole
HOMO: -9.6 eV
SMILES: O=CCC1(O)CC1

***

Record 9
One molecule with the formula C5H8O2. Source: the OMol25 dataset; level of theory: the ωB97M-V functional and the def2-TZVPD basis.

Geometry (Å):
1 C 1.54 -0.33 -0.13
2 C 0.98 1.03 -0.47
3 O -0.24 0.87 -1.18
4 C -1.09 -0.07 -0.59
5 C -1.54 0.12 0.84
6 C -0.61 -1.01 0.47
7 O 0.74 -0.97 0.86
8 H 1.58 -0.92 -1.06
9 H 2.54 -0.27 0.30
10 H 0.84 1.62 0.45
11 H 1.65 1.59 -1.14
12 H -1.74 -0.52 -1.33
13 H -1.06 0.95 1.37
14 H -2.57 -0.07 1.14
15 H -1.03 -2.01 0.47

Energy above the lowest of the compared OMol25 structures with the same formula, charge and spin: 50.4 kcal per mole
HOMO: -9.2 eV
SMILES: C1CO[C@@H]2C[C@@H]2O1